Record 1
A molecular structure, C29H23BrIO3PPrS in a non-equilibrium geometry. Source: OMol25; level of theory: the ωB97M-V functional and the def2-TZVPD basis.

Structure (XYZ):
```
60
C29H23BrIO3PPrS the ωB97M-V functional and the def2-TZVPD basis
Pr 1.178 1.798 -0.007
C 2.353 4.514 0.760
C 3.345 3.533 1.035
C 3.871 3.132 -0.218
C 3.221 3.839 -1.244
C 2.225 4.652 -0.651
H 1.790 4.979 1.540
H 3.746 3.244 1.979
H 4.745 2.507 -0.335
H 3.492 3.955 -2.311
H 1.477 5.265 -1.167
O -1.490 4.711 0.076
S -1.380 3.328 -0.169
O -0.664 2.934 -1.374
O -0.541 2.717 0.965
C -2.856 2.337 -0.068
C -4.082 3.015 -0.326
C -5.251 2.273 -0.254
C -5.264 0.952 0.074
C -4.076 0.318 0.396
C -2.886 0.973 0.272
P -1.328 -0.044 0.108
C -1.759 -1.025 -1.272
C -2.727 -2.004 -1.118
C -2.793 -2.928 -2.185
C -1.988 -2.851 -3.307
C -1.082 -1.819 -3.422
C -1.102 -0.807 -2.462
C -1.249 -1.096 1.582
C -1.376 -0.382 2.774
C -1.219 -1.040 3.973
C -1.080 -2.442 4.059
C -0.868 -3.092 2.832
C -0.828 -2.402 1.646
H -4.087 4.041 -0.563
H -6.225 2.761 -0.356
H -6.232 0.449 0.238
H -4.067 -0.655 0.928
H -3.484 -2.043 -0.331
H -3.531 -3.733 -2.121
H -2.035 -3.708 -4.007
H -0.426 -1.708 -4.280
H -0.619 0.134 -2.621
H -1.510 0.701 2.701
H -1.231 -0.422 4.874
H -1.008 -2.962 5.000
H -0.632 -4.158 2.816
H -0.347 -2.762 0.713
Br 2.441 -0.479 1.276
C 3.742 -1.566 0.316
C 4.475 -2.587 1.005
C 5.064 -3.627 0.251
C 5.028 -3.527 -1.194
C 4.238 -2.525 -1.782
C 3.725 -1.494 -1.059
I 2.921 0.401 -2.152
H 4.635 -2.468 2.086
H 5.690 -4.313 0.790
H 5.617 -4.153 -1.816
H 4.305 -2.638 -2.891
```

Output
multiplicity = 3
ΔE to the lowest compared entry with this formula, charge and spin = 0.7138 eV
F_max = 0.070 hartree/bohr
net charge = +1
LUMO energy (spin up / spin down) = -4.44 / -4.45 eV
E = -5472.62738 Eh
Kohn-Sham gap (spin up / spin down) = 0.2203 / 0.2204 Ha
expectation value of S² = 2.005

***

Record 2
A molecular structure, C43H46FI2N4OPSe2Zr. Source: OMol25; level of theory: the ωB97M-V functional and the def2-TZVPD basis.

Structure (XYZ):
```
101
C43H46FI2N4OPSe2Zr the ωB97M-V functional and the def2-TZVPD basis
Zr -1.420 -0.130 0.715
I 2.119 1.338 7.373
C 1.520 0.978 5.415
C 2.069 -0.083 4.708
C 1.664 -0.334 3.403
I 2.454 -1.958 2.370
C 0.716 0.488 2.810
O 0.260 0.258 1.553
C 0.152 1.548 3.521
C -0.919 2.371 2.861
N -2.090 1.537 2.450
C -2.729 0.890 3.606
C -2.152 -0.476 3.857
C -2.122 -1.014 5.132
C -1.618 -2.290 5.319
C -1.156 -2.996 4.219
C -1.212 -2.395 2.980
N -1.703 -1.158 2.791
C 0.560 1.790 4.823
H 2.812 -0.719 5.171
H -0.539 2.862 1.963
H -1.253 3.153 3.547
H -2.772 2.152 2.014
H -3.798 0.786 3.401
H -2.634 1.499 4.508
H -2.478 -0.428 5.969
H -1.577 -2.722 6.310
H -0.742 -3.989 4.314
H -0.848 -2.909 2.101
H 0.130 2.614 5.379
Se -5.036 1.635 0.689
Se -4.493 1.347 -1.541
C -2.745 2.132 -1.536
C -2.547 3.157 -2.440
C -1.313 3.791 -2.504
C -0.319 3.384 -1.639
C -0.582 2.338 -0.777
N -1.771 1.701 -0.706
C -4.961 -0.227 1.172
C -6.122 -0.778 1.689
C -6.160 -2.138 1.952
C -5.046 -2.898 1.642
C -3.926 -2.263 1.139
N -3.848 -0.935 0.936
H -3.365 3.469 -3.073
H -1.146 4.595 -3.208
H 0.658 3.841 -1.634
H 0.207 1.969 -0.131
H -6.991 -0.153 1.846
H -7.054 -2.596 2.354
H -5.034 -3.969 1.778
H -3.045 -2.836 0.888
C 2.212 -2.255 -2.747
C 3.298 -1.200 -2.499
C 3.928 -0.837 -3.845
C 4.346 -1.821 -1.573
P 2.438 0.227 -1.609
C 1.582 1.031 -3.026
C 2.060 2.057 -3.840
C 1.294 2.557 -4.886
C 0.044 2.020 -5.163
C -0.442 0.984 -4.376
C 0.312 0.516 -3.311
C 3.752 1.423 -0.967
C 4.129 0.923 0.437
C 5.041 1.611 -1.770
C 3.084 2.789 -0.776
H 2.664 -3.120 -3.240
H 1.418 -1.888 -3.398
H 1.768 -2.589 -1.809
H 4.421 -1.722 -4.255
H 4.675 -0.051 -3.770
H 3.171 -0.521 -4.564
H 4.682 -2.768 -2.003
H 3.933 -2.031 -0.583
H 5.226 -1.191 -1.452
H 3.045 2.471 -3.678
H 1.691 3.351 -5.506
H -0.535 2.392 -5.999
H -1.404 0.537 -4.598
H -0.077 -0.290 -2.695
H 4.646 -0.034 0.420
H 3.241 0.817 1.066
H 4.794 1.651 0.909
H 5.604 0.684 -1.865
H 5.681 2.323 -1.241
H 4.875 2.009 -2.769
H 2.207 2.713 -0.126
H 2.796 3.246 -1.723
H 3.788 3.465 -0.284
F -1.639 -4.960 -3.297
C -1.515 -3.977 -2.408
C -0.596 -4.118 -1.380
C -0.465 -3.086 -0.468
C -1.248 -1.923 -0.543
C -2.172 -1.846 -1.602
C -2.304 -2.849 -2.549
H 0.011 -5.012 -1.330
H 0.297 -3.180 0.300
H -2.815 -0.974 -1.717
H -3.000 -2.782 -3.373
```

Output
ΔE to the lowest compared entry with this formula, charge and spin = 0.0000 eV
F_max = 0.015 hartree/bohr
net charge = +2
LUMO energy = -6.14 eV
E = -7846.59575 Eh
Kohn-Sham gap = 0.2269 Ha

***

Record 3
C2H9NOSi in the gas phase in a non-equilibrium geometry. Source: OMol25; level of theory: the ωB97M-V functional and the def2-TZVPD basis.

Structure (XYZ):
```
14
C2H9NOSi the ωB97M-V functional and the def2-TZVPD basis
C -0.016 0.184 -1.319
C -0.744 -1.775 -0.056
N -0.735 -0.338 -0.191
O -0.175 0.138 1.014
Si 0.759 1.435 1.488
H 0.223 1.348 -1.202
H 0.809 -0.366 -1.552
H -0.734 0.242 -2.264
H -1.675 -2.078 0.510
H -0.782 -2.237 -1.125
H 0.087 -2.241 0.373
H 2.146 1.072 1.673
H 0.802 2.362 0.234
H 0.034 2.254 2.415
```

Output
multiplicity = 3
ΔE to the lowest compared entry with this formula, charge and spin = 2.4695 eV
F_max = 0.137 hartree/bohr
LUMO energy (spin up / spin down) = 0.84 / -2.09 eV
E = -500.80123 Eh
Kohn-Sham gap (spin up / spin down) = 0.1607 / 0.3031 Ha
expectation value of S² = 2.009

***

Record 4
A gas-phase ion, C8H12N3S (charge +1) in a non-equilibrium geometry. Source: OMol25; level of theory: the ωB97M-V functional and the def2-TZVPD basis.

Structure (XYZ):
```
24
C8H12N3S the ωB97M-V functional and the def2-TZVPD basis
C -1.124 1.526 -0.740
C -0.862 -0.085 1.283
C 1.046 -0.524 0.188
C -1.174 -1.255 0.233
C 2.314 -1.029 -1.916
C -1.086 2.412 0.398
C 2.309 -0.481 -0.484
C -1.464 1.429 1.591
N -1.241 0.632 -1.443
N 0.532 0.171 1.149
N 0.007 -1.433 -0.331
S -2.536 -2.188 0.160
H -0.991 -0.430 2.300
H 2.283 -2.126 -2.071
H 3.328 -0.898 -2.378
H 1.618 -0.656 -2.657
H -0.082 2.809 0.498
H -1.866 3.073 0.249
H 2.606 0.606 -0.506
H 2.971 -1.038 0.111
H -2.616 1.484 1.692
H -1.122 1.779 2.604
H 0.399 -2.137 -1.056
H -3.249 -1.641 1.126
```

Output
ΔE to the lowest compared entry with this formula, charge and spin = 2.1873 eV
F_max = 0.099 hartree/bohr
net charge = +1
LUMO energy = -4.44 eV
E = -874.17027 Eh
Kohn-Sham gap = 0.3473 Ha